1.
This record from OMol25 describes a gas-phase ion, C8H21N2O (charge +1) in a non-equilibrium geometry. The level of theory is ωB97M-V with the def2-TZVPD basis set.

Last column: Löwdin charge in e.
Positions of all 32 atoms, in Å:
C -3.5164 0.2517 0.1107  -0.08
N -2.2577 0.0910 0.7963  -0.09
C -1.2380 1.0235 0.3573  -0.27
O -1.3994 1.4858 -0.9507  0.00
C 0.3633 0.0283 0.2833  -0.16
C 1.5392 0.8625 -0.2108  -0.38
C 2.7902 -0.0207 -0.2511  -0.05
C 1.6743 2.1440 0.6383  -0.05
N -0.0818 -1.2716 -0.2314  -0.19
C 0.2465 -1.5553 -1.5826  -0.02
C 0.4136 -2.3375 0.6991  0.02
H -3.3409 -0.1061 -0.8999  0.09
H -4.2861 -0.1669 0.6886  0.08
H -3.8331 1.2865 0.0943  0.09
H -2.4622 0.2123 1.7707  0.13
H -0.9522 1.9461 1.0769  0.17
H -1.5717 2.4194 -0.9747  0.11
H 0.5270 -0.1724 1.3552  0.14
H 1.3114 1.3172 -1.1946  0.14
H 2.8695 -0.7239 -1.0767  0.07
H 2.8867 -0.6376 0.6350  0.08
H 3.7659 0.3890 -0.2588  0.08
H 0.7371 2.7773 0.7718  0.09
H 2.1608 1.9316 1.5547  0.07
H 2.3349 2.7529 -0.0546  0.11
H -1.1134 -1.1267 -0.0129  0.15
H 1.2947 -2.0191 -1.7764  0.15
H -0.3597 -2.3189 -2.0130  0.10
H 0.0123 -0.7730 -2.2128  0.09
H 1.4228 -2.0638 0.9184  0.07
H -0.1167 -2.3279 1.7481  0.15
H 0.1792 -3.2977 0.2025  0.12

## Properties
- E_HOMO: -13.150 eV
- Gap between HOMO and LUMO: 10.710 eV
- Relative energy (zero: lowest compared OMol25 entry of this formula, charge and spin): 0.00 kcal/mol
- Charge: +1

=====

2.
This record from OMol25 describes a molecular structure, C8H21NOP2Zn in a non-equilibrium geometry. The level of theory is ωB97M-V with the def2-TZVPD basis set.

Last column: Löwdin charge in e.
Positions of all 34 atoms, in Å:
Zn -0.0619 -0.0006 -0.1984  -0.10
H -3.0420 -0.2612 0.2803  0.03
H -2.9857 0.4879 0.2563  0.03
P -0.0850 -2.3132 -0.0115  0.70
P 0.1473 2.3099 -0.1405  0.69
C 0.6563 3.2521 1.3350  -0.27
H 0.8437 4.3013 1.0638  0.05
H -0.1289 3.2030 2.0993  0.04
H 1.5755 2.8209 1.7494  0.05
C 1.4267 2.7845 -1.3596  -0.26
H 1.1534 2.3954 -2.3482  0.05
H 1.5036 3.8787 -1.4059  0.05
H 2.3855 2.3401 -1.0662  0.03
C -1.3351 3.2063 -0.7255  -0.28
H -2.1290 3.1410 0.0288  0.03
H -1.0894 4.2588 -0.9208  0.04
H -1.7110 2.7398 -1.6438  0.04
C 1.2463 -2.9989 -1.0621  -0.26
H 1.1892 -4.0954 -1.0616  0.05
H 1.1298 -2.6294 -2.0884  0.05
H 2.2175 -2.6556 -0.6856  0.03
C 0.1383 -3.2317 1.5476  -0.27
H -0.7101 -3.0426 2.2167  0.04
H 0.2122 -4.3096 1.3413  0.05
H 1.0564 -2.8983 2.0456  0.05
C -1.5954 -3.0680 -0.7183  -0.28
H -1.8163 -2.6067 -1.6878  0.03
H -1.4548 -4.1495 -0.8492  0.04
H -2.4500 -2.8767 -0.0574  0.03
C -0.2489 0.0827 2.0039  -0.07
O -0.1907 0.1128 3.1499  0.13
H -0.8882 -0.0034 -1.6069  -0.07
N 3.0970 -0.1033 0.3690  -0.01
C 1.9436 -0.0709 0.1506  -0.43

## Properties
- E_HOMO: -7.166 eV
- Gap between HOMO and LUMO: 7.723 eV

=====

3.
This record from OMol25 describes 3 unconnected molecules or ions with the total composition C8H21O4 in a non-equilibrium geometry. The level of theory is ωB97M-V with the def2-TZVPD basis set.

Last column: Löwdin charge in e.
Positions of all 33 atoms, in Å:
C 2.9916 -1.5068 0.5741  -0.07
C 2.7063 -0.2264 -0.2408  -0.45
O 3.8300 0.6576 -0.1584  -0.08
C 1.3704 0.3687 0.2749  -0.24
C 0.0866 -0.2814 -0.3627  -0.30
O -0.3081 -1.4696 0.3934  -0.22
H 3.7293 -2.1760 0.1199  0.06
H 3.2564 -1.1917 1.5895  0.07
H 2.0504 -2.0665 0.6565  0.06
H 2.5674 -0.4424 -1.3008  0.12
H 3.8095 1.1245 0.6673  0.06
H 1.3452 0.3221 1.3793  0.09
H 1.3703 1.4344 0.0036  0.08
H 0.4607 -0.6949 -1.3213  0.01
H -0.6273 -1.2059 1.2422  -0.01
C -3.0052 0.7155 4.7004  -0.11
C -1.7375 0.2515 4.0045  -0.33
O -1.9179 0.1840 2.5980  -0.10
H -3.8315 0.0400 4.4744  0.07
H -2.8687 0.7547 5.7841  0.07
H -3.2956 1.7092 4.3502  0.07
H -1.4624 -0.7476 4.3424  0.11
H -0.9056 0.9297 4.2267  0.11
H -2.1438 1.0617 2.2837  0.07
C -1.3956 0.3272 -5.1934  -0.11
C -0.2450 -0.0078 -4.2585  -0.35
O -0.1261 0.9480 -3.2236  -0.13
H -1.2528 1.3161 -5.6334  0.07
H -1.4783 -0.4083 -5.9992  0.06
H -2.3404 0.3508 -4.6454  0.07
H 0.6993 -0.0121 -4.8058  0.10
H -0.3881 -0.9989 -3.8114  0.11
H -0.9433 0.9402 -2.7104  0.04

## Properties
- E_HOMO: -0.863 eV
- Gap between HOMO and LUMO: 4.046 eV
- Charge: -1

=====

4.
This record from OMol25 describes a molecular structure, C8H21P3 in a non-equilibrium geometry. The level of theory is ωB97M-V with the def2-TZVPD basis set.

Last column: Löwdin charge in e.
Positions of all 32 atoms, in Å:
C 1.3137 -2.2933 -0.4927  -0.23
C 1.9567 0.1567 1.5436  -0.23
C 1.8824 1.2977 -1.2592  -0.24
C -1.8820 2.3090 -0.1241  -0.42
C 0.5561 3.2533 0.9127  -0.36
C -2.0940 -2.2733 -1.6525  -0.31
C -1.7361 -2.2912 1.1937  -0.32
C 0.3456 -1.1577 -0.6604  -0.74
P 0.8806 0.3858 0.0002  0.66
P -0.6172 1.7930 1.0481  0.75
P -1.4279 -1.1369 -0.3029  0.74
H 1.6653 -2.6068 0.4195  -0.01
H 2.3306 -2.0072 -1.0512  0.10
H 0.6900 -3.2789 -0.8389  0.11
H 1.6971 0.8390 2.2855  -0.02
H 3.0707 0.0497 1.1025  0.10
H 1.5685 -0.8159 1.8151  0.01
H 1.4278 2.2265 -1.4815  -0.01
H 1.8522 0.8187 -2.2684  0.06
H 2.9474 1.4110 -0.9478  0.05
H -2.7620 1.5439 -0.1118  0.04
H -1.5514 2.4025 -1.0882  -0.02
H -2.3270 3.3590 0.2187  0.08
H 0.0298 4.0623 1.3637  0.01
H 0.9860 3.5009 -0.0914  0.03
H 1.4842 3.1532 1.4792  0.03
H -3.2552 -2.2210 -1.6575  0.06
H -1.8949 -3.2563 -1.3956  -0.01
H -1.8011 -1.7520 -2.5284  0.00
H -1.0484 -3.0689 1.1509  -0.04
H -2.8088 -2.7823 1.2589  0.06
H -1.4786 -1.6206 2.1602  0.06

## Properties
- E_HOMO: -6.942 eV
- Gap between HOMO and LUMO: 7.635 eV
- Relative energy (zero: lowest compared OMol25 entry of this formula, charge and spin): 35.82 kcal/mol

=====

5.
This record from OMol25 describes 2 unconnected molecules or ions with the total composition C8H21PSi in a non-equilibrium geometry. The level of theory is ωB97M-V with the def2-TZVPD basis set.

Last column: Löwdin charge in e.
Positions of all 31 atoms, in Å:
C -0.3300 -3.7992 1.1438  -0.08
C -2.3957 0.7334 0.3349  -0.20
C 0.0563 2.4152 1.2891  -0.18
C -1.3583 2.4649 -1.6647  -0.17
C 0.3522 -2.8958 0.0472  -0.19
C 0.9767 -1.7291 0.9019  -0.26
C 1.6005 -0.6465 0.0566  -0.36
C 0.4945 -0.0099 -0.8111  -0.24
Si -0.6500 1.3439 -0.1194  0.54
P 2.6204 1.4225 -2.1642  0.66
H -1.0104 -3.3170 1.7194  0.04
H 0.3706 -4.2431 1.7246  0.04
H -0.8702 -4.5052 0.6691  0.03
H -2.9358 1.6188 0.2599  -0.01
H -2.7294 -0.0192 -0.3740  0.03
H -2.4319 0.4129 1.3827  0.03
H 1.1651 2.4667 1.1622  0.03
H -0.4626 3.3337 1.0879  0.00
H -0.2437 2.2022 2.3501  0.05
H -2.1534 2.0349 -2.1748  -0.01
H -1.6572 3.3234 -1.0756  0.00
H -0.5828 2.9891 -2.2319  -0.01
H 1.0515 -3.4198 -0.6075  0.10
H -0.3244 -2.3706 -0.7544  0.12
H 1.6369 -2.1032 1.6019  0.08
H 0.1306 -1.1467 1.3870  0.12
H 2.4009 -1.1260 -0.5856  0.10
H 1.9956 0.2334 0.7375  0.12
H 0.3162 -0.2746 -1.8469  0.03
H 1.6548 2.4899 -2.3251  -0.22
H 3.3129 2.1210 -1.1204  -0.21

## Properties
- E_HOMO (spin up / spin down): -8.012 / -8.290 eV
- Gap between HOMO and LUMO (spin up / spin down): 7.289 / 8.121 eV
- Relative energy (zero: lowest compared OMol25 entry of this formula, charge and spin): 57.67 kcal/mol

=====

6.
This record from OMol25 describes a molecular structure, C8H22BrCuN2O2 in a non-equilibrium geometry. The level of theory is ωB97M-V with the def2-TZVPD basis set.

Last column: Mulliken spin population.
Positions of all 36 atoms, in Å:
Cu 2.6534 1.4156 -1.8642  0.24
Br 2.8913 0.9162 0.7176  0.66
C -1.9640 -1.5965 2.8386  0.00
C -0.6083 -1.5365 2.0723  0.00
C -0.5391 -2.6036 0.8793  0.00
O 0.4886 -2.4118 -0.1075  0.00
C 1.7303 -2.8781 0.5364  0.00
N -0.4178 -0.1499 1.6655  0.00
H -2.0169 -2.5706 3.3248  0.00
H -2.7711 -1.4553 2.1198  0.00
H -2.1098 -0.8998 3.6641  0.00
H 0.1046 -1.7024 2.8800  0.00
H -1.4412 -2.4595 0.2846  0.00
H -0.5246 -3.6396 1.2179  0.00
H 2.4339 -2.9909 -0.2885  0.00
H 1.6244 -3.8612 0.9950  0.00
H 2.1118 -2.1828 1.2841  0.00
H 0.5152 -0.0509 1.2917  0.00
H -0.3578 0.5355 2.4050  0.00
C -1.6612 0.2914 -1.9121  0.01
C -0.3708 1.0409 -2.1796  0.00
C -0.2169 2.3105 -1.2966  0.00
O 1.0432 2.9735 -1.7724  0.01
C 1.3150 4.2318 -1.0251  0.00
N 0.6645 0.0942 -1.8121  0.07
H -2.5157 0.9150 -2.1746  0.00
H -1.6947 -0.1309 -0.9078  0.00
H -1.7499 -0.5390 -2.6126  0.00
H -0.2849 1.2820 -3.2391  0.00
H -0.2299 2.0599 -0.2358  0.00
H -1.0977 2.9501 -1.3531  0.00
H 0.4996 4.9471 -1.1323  0.00
H 2.2258 4.7042 -1.3931  0.00
H 1.4624 3.8963 0.0014  0.00
H 0.2567 -0.8004 -2.0433  0.00
H 0.5515 -0.1044 -0.8284  0.01

## Properties
- E_HOMO (spin up / spin down): -12.225 / -12.219 eV
- Gap between HOMO and LUMO (spin up / spin down): 7.617 / 4.452 eV
- Spin multiplicity: 2
- Relative energy (zero: lowest compared OMol25 entry of this formula, charge and spin): 0.00 kcal/mol
- Charge: +1
- <S²>: 0.761